1.
Below is an isolated ion of composition C7H7N2 and charge +1 at a distorted geometry, with properties calculated with ωB97M-V/def2-TZVPD.

The value obtained for the HOMO-LUMO gap is 9.340 eV. The total energy is -380.06260 Eh. The calculation puts the relative energy (zero: lowest compared OMol25 entry of this formula, charge and spin) at 203.2 kJ/mol.

ORCA input file:
```
! wB97M-V def2-TZVPD RIJCOSX def2/J DEFGRID3
* xyz 1 1
C -0.903 1.581 -0.590
C 1.628 -1.338 0.917
C 2.091 0.015 0.941
C 0.365 -1.671 0.385
C 1.235 0.937 0.368
C -0.285 -0.635 -0.232
C -2.462 -0.021 -1.036
N 0.092 0.552 -0.121
N -2.030 1.226 -0.895
H -0.456 2.598 -0.639
H 2.226 -2.107 1.463
H 3.099 0.372 1.267
H -0.250 -2.577 0.388
H 1.434 2.009 0.385
H -2.519 -0.302 -2.121
H -3.266 -0.641 -0.481
*
```

***

2.
Below is an isolated ion of composition C7H7N2O4S2 and charge +1 at a distorted geometry, with properties calculated with ωB97M-V/def2-TZVPD.

The value obtained for the HOMO-LUMO gap is 7.897 eV. Its SMILES is O=C1CCC(O)=[N+]1OSc1nc(O)cs1. The total energy is -1477.41770 Eh. The calculation puts the relative energy (zero: lowest compared OMol25 entry of this formula, charge and spin) at 241.5 kJ/mol.

ORCA input file:
```
! wB97M-V def2-TZVPD RIJCOSX def2/J DEFGRID3
* xyz 1 1
O -0.897 0.422 -1.956
C -0.076 0.704 -1.175
C 1.446 0.532 -1.262
C 2.096 1.161 -0.079
C 0.918 1.474 0.772
O 1.035 2.166 1.864
N -0.215 1.293 0.132
O -1.262 1.907 0.649
S -2.796 1.239 0.287
C -2.350 -0.447 0.400
N -1.115 -0.641 0.756
C -0.761 -1.938 0.529
O 0.529 -2.284 0.784
C -1.703 -2.680 -0.046
S -3.157 -1.768 -0.242
H 1.857 -0.511 -1.537
H 1.729 1.187 -2.060
H 2.652 2.047 -0.363
H 2.674 0.352 0.513
H 0.258 2.577 2.273
H 0.710 -3.159 0.350
H -1.572 -3.635 -0.588
*
```

***

3.
Below is an isolated ion of composition C7H7N2S and charge +1 at a distorted geometry, with properties calculated with ωB97M-V/def2-TZVPD.

The value obtained for the HOMO-LUMO gap is 8.084 eV. Its SMILES is N=C=[NH+][C@@]12C=CC=C[C@@H]1S2. The total energy is -778.27568 Eh. The calculation puts the relative energy (zero: lowest compared OMol25 entry of this formula, charge and spin) at 263.2 kJ/mol.

ORCA input file:
```
! wB97M-V def2-TZVPD RIJCOSX def2/J DEFGRID3
* xyz 1 1
N -3.423 -0.105 -0.309
C -2.516 0.533 -0.027
N -1.620 1.388 0.124
C -0.215 1.069 0.400
C -0.062 -0.007 1.323
C 0.908 -0.928 1.222
C 1.822 -0.901 0.066
C 1.739 0.096 -0.854
C 0.756 1.099 -0.789
S 1.016 2.437 0.398
H -3.940 -0.795 0.139
H -1.962 2.341 0.103
H -0.707 0.140 2.256
H 0.814 -1.704 1.995
H 2.480 -1.755 -0.011
H 2.261 0.022 -1.801
H 0.529 1.396 -1.810
*
```

***

4.
Below is one molecule with the formula C7H7N3O2 at a distorted geometry, with properties calculated with ωB97M-V/def2-TZVPD.

The value obtained for the HOMO-LUMO gap is 9.203 eV. Its SMILES is O=CNN(N=O)c1ccccc1. The total energy is -585.59639 Eh. The calculation puts the relative energy (zero: lowest compared OMol25 entry of this formula, charge and spin) at 351.1 kJ/mol.

ORCA input file:
```
! wB97M-V def2-TZVPD RIJCOSX def2/J DEFGRID3
* xyz 0 1
O 0.316 0.956 2.530
C -0.307 1.943 2.258
N -1.097 2.115 1.162
N -1.542 1.068 0.343
N -2.785 1.041 -0.027
O -3.506 1.947 0.404
C -0.643 0.105 -0.147
C -1.134 -1.152 -0.484
C -0.270 -2.104 -0.990
C 1.075 -1.811 -1.151
C 1.555 -0.556 -0.817
C 0.701 0.411 -0.320
H -0.266 2.881 2.841
H -1.822 2.838 1.159
H -2.182 -1.364 -0.346
H -0.646 -3.081 -1.250
H 1.749 -2.561 -1.537
H 2.601 -0.324 -0.946
H 1.075 1.392 -0.073
*
```